[1]
Computed, not measured: a cluster of 4 separate species, C3H14O3S in total, with ωB97M-V/def2-TZVPD.

Structure (SMILES) ... CCSC.O.O.O
Relative energy (zero: lowest compared OMol25 entry of this formula, charge and spin) ... 50.6 kcal/mol
DFT total energy ... -20314.0403 eV
M ... 130.21 g/mol
Gap between HOMO and LUMO ... 0.3394 Eh
Charge ... 0

The geometry in XYZ format:
```
21
Properties=species:S:1:pos:R:3:forces:R:3
C -0.43729 0.24193 -0.23191 3.715 1.825 -0.237
C -0.89880 1.56121 0.51754 0.602 -2.126 -0.300
S 0.14344 3.04504 0.11869 -1.000 -0.667 -1.164
C 0.60682 2.82551 -1.70431 0.198 -1.681 1.393
H 0.31169 0.62671 -1.01559 -0.936 -0.997 1.149
H 0.15690 -0.41167 0.41381 -0.143 0.051 -0.036
H -1.07204 -0.36496 -0.82830 -1.477 -0.152 0.016
H -1.93652 1.46621 0.27233 -0.942 1.696 -0.119
H -0.83054 1.44913 1.62015 0.144 0.080 -0.712
H 1.18927 3.69181 -1.89070 0.169 1.075 -0.420
H -0.20592 2.65131 -2.45448 0.662 0.250 0.945
H 1.37770 2.00650 -1.67536 -0.993 0.631 -0.522
H 5.56996 -2.06149 1.65756 0.649 1.096 -0.964
H 4.69000 -2.82930 2.34434 -1.442 0.474 -0.386
O 4.61298 -2.08688 1.69690 0.788 -1.570 1.346
H -1.32472 -1.61807 -3.70848 0.498 -0.939 0.291
H -0.15453 -2.50789 -3.21608 1.434 0.250 0.370
O -1.05396 -2.53122 -3.47004 -1.927 0.704 -0.650
H -3.17390 -1.19114 3.40010 -0.467 -0.376 0.432
H -4.16657 -1.94323 4.30523 -3.848 0.780 2.158
O -3.40394 -2.01952 3.84860 4.316 -0.402 -2.590
```
Positions in Å, forces in eV/Å.

Mulliken population analysis, charges in e, atoms 1 to 6: number 1, C, carries -0.78; number 2, C, carries -0.43; number 3, S, carries -0.07; number 4, C, carries -0.92; number 5, H, carries 0.06; number 6, H, carries 0.24

=====

[2]
Computed, not measured: a cluster of 4 separate species, C3H14O3S in total, with ωB97M-V/def2-TZVPD.

Structure (SMILES) ... CCCS.O.O.O
Relative energy (zero: lowest compared OMol25 entry of this formula, charge and spin) ... 19.6 kcal/mol
DFT total energy ... -20315.3833 eV
M ... 130.21 g/mol
Gap between HOMO and LUMO ... 0.3378 Eh
Charge ... 0

The geometry in XYZ format:
```
21
Properties=species:S:1:pos:R:3:forces:R:3
C -2.80714 0.24844 -1.40699 0.146 0.197 0.843
C -2.47546 -0.20805 0.02426 -0.480 -1.037 0.587
C -2.35057 -1.73208 0.03488 0.218 -0.076 1.307
S -1.64345 -2.40223 1.64137 0.511 0.051 -0.777
H -3.28514 -0.54996 -1.97025 -0.070 -0.058 -0.018
H -3.48097 1.10374 -1.40489 0.190 0.141 -0.173
H -1.85587 0.48606 -1.88064 -0.178 0.178 -0.312
H -3.22500 -0.02373 0.80253 -0.292 0.536 -0.466
H -1.56505 0.22134 0.44200 0.159 0.086 -0.400
H -3.30702 -2.24646 0.02375 -0.202 0.287 -0.636
H -1.74343 -2.04074 -0.81555 0.225 -0.440 0.349
H -2.45063 -1.79491 2.52181 -0.206 0.138 -0.292
H 3.60615 -0.45724 1.60203 -0.449 -0.042 -0.322
H 4.42012 0.79155 1.92215 -0.045 0.183 -0.111
O 4.27339 -0.11549 2.19119 0.415 -0.087 0.387
H 4.92111 1.28161 -1.27692 0.555 -0.555 0.437
H 3.98512 2.02455 -2.11096 -0.244 0.408 -0.323
O 4.65454 2.17996 -1.44273 -0.335 0.108 -0.109
H 1.70973 1.28068 -0.32794 0.373 0.676 -0.825
H 1.18900 1.26684 1.08279 0.033 -0.239 -0.081
O 1.43058 0.68613 0.34814 -0.325 -0.455 0.935
```
Positions in Å, forces in eV/Å.

Mulliken population analysis, charges in e, atoms 1 to 6: number 1, C, carries -1.14; number 2, C, carries -0.17; number 3, C, carries -0.79; number 4, S, carries -0.24; number 5, H, carries 0.33; number 6, H, carries 0.35

=====

[3]
Computed, not measured: a cluster of 4 separate species, C3H14O3S in total, with ωB97M-V/def2-TZVPD.

⟨S²⟩ ... 0.75
Relative energy (zero: lowest compared OMol25 entry of this formula, charge and spin) ... 52.3 kcal/mol
DFT total energy ... -20305.2217 eV
Multiplicity ... 2
M ... 130.21 g/mol
Gap between HOMO and LUMO (alpha / beta) ... 0.2921 / 0.1063 Eh
Charge ... +1

The geometry in XYZ format:
```
21
Properties=species:S:1:pos:R:3:forces:R:3
C 1.56659 1.50446 -3.91616 2.227 1.982 -0.781
C 1.17614 2.12452 -2.56979 -0.096 2.781 2.674
C 2.21729 1.63487 -1.35046 -1.969 0.661 -0.238
S 2.02358 2.62758 0.27124 -0.981 0.440 -2.386
H 0.97404 1.88990 -4.73772 -0.651 -0.051 0.191
H 1.49241 0.45294 -3.87299 -0.283 -1.225 0.036
H 2.62680 1.73260 -4.34952 -1.534 -0.213 1.441
H 1.04531 3.35803 -2.41752 1.037 -3.072 -1.125
H 0.11064 1.88514 -2.29245 1.224 -0.528 -0.113
H 3.27673 1.77711 -1.52803 0.346 0.246 -0.472
H 2.08259 0.58505 -1.07761 -0.078 0.058 0.067
H 2.64066 1.87995 1.14175 0.749 -1.042 0.704
H 0.43903 -2.94778 0.29463 -0.595 -0.341 -0.060
H -0.84829 -3.60118 -0.35332 0.525 0.540 0.638
O -0.52981 -2.99536 0.35153 0.200 -0.288 -0.725
H -4.53562 -2.77113 3.00938 -0.205 -0.732 1.620
H -3.63660 -3.05882 4.23750 -2.099 -0.153 -0.539
O -4.61100 -3.03650 3.97158 1.982 0.678 -0.824
H -2.64869 -1.86071 2.45636 -0.040 -0.865 -0.553
H -1.93991 -2.88220 1.55212 0.781 -0.070 -0.415
O -2.76126 -2.72605 2.00390 -0.538 1.195 0.861
```
Positions in Å, forces in eV/Å.

Mulliken population analysis, charges in e, atoms 1 to 6: number 1, C, carries -1.17; number 2, C, carries -0.30; number 3, C, carries -0.62; number 4, S, carries 0.28; number 5, H, carries 0.34; number 6, H, carries 0.35

=====

[4]
Computed, not measured: a cluster of 4 separate species, C3H14O3S2 in total, with ωB97M-V/def2-TZVPD.

Structure (SMILES) ... CCSSC.O.O.O
Relative energy (zero: lowest compared OMol25 entry of this formula, charge and spin) ... 16.0 kcal/mol
DFT total energy ... -31150.7736 eV
M ... 162.28 g/mol
Gap between HOMO and LUMO ... 0.3203 Eh
Charge ... 0

The geometry in XYZ format:
```
22
Properties=species:S:1:pos:R:3:forces:R:3
C 0.56071 1.70111 1.50557 1.278 0.852 -0.207
C 0.11286 0.31677 1.84593 -0.849 -0.553 -0.899
S 0.42983 -0.99428 0.53300 0.822 1.024 0.402
S 2.17575 -0.21634 -0.39198 -0.574 -0.114 0.205
C 1.77408 -0.72293 -2.09451 0.569 -0.694 1.161
H 0.32131 2.01465 0.48164 -0.189 -0.197 0.208
H 0.22913 2.46530 2.21875 -0.372 -0.356 -0.052
H 1.65777 1.75190 1.57132 -0.220 -0.009 -0.146
H -0.97541 0.26389 1.82403 -0.075 0.047 0.547
H 0.50442 0.02746 2.81512 0.000 -0.352 -0.050
H 2.72216 -0.59091 -2.62038 -0.405 0.259 -0.347
H 0.88771 -0.23700 -2.48908 0.215 0.120 -0.192
H 1.64060 -1.79421 -1.95920 -0.297 -0.057 -0.660
H -1.92553 -0.54136 -0.75136 0.234 -0.472 0.331
H -2.93504 0.24564 -1.47996 -0.457 -0.465 0.146
O -2.86672 -0.57876 -0.96581 0.320 0.803 -0.480
H -3.55508 -3.99653 -0.75670 -0.451 -0.112 0.354
H -2.96529 -2.82403 -1.52498 -0.016 0.086 0.118
O -2.82836 -3.75678 -1.31988 0.478 0.146 -0.434
H -0.13693 4.11104 0.66688 0.013 0.002 0.196
H -0.77070 5.43340 0.35689 -0.213 0.464 -0.300
O -0.49995 4.89528 1.09479 0.189 -0.422 0.100
```
Positions in Å, forces in eV/Å.

Mulliken population analysis, charges in e, atoms 1 to 6: number 1, C, carries -1.14; number 2, C, carries -0.35; number 3, S, carries -0.14; number 4, S, carries -0.08; number 5, C, carries -0.80; number 6, H, carries 0.27

=====

[5]
Computed, not measured: a cluster of 4 separate species, C3H14O4 in total, with ωB97M-V/def2-TZVPD.

Structure (SMILES) ... CC(C)O.O.O.O
Relative energy (zero: lowest compared OMol25 entry of this formula, charge and spin) ... 29.7 kcal/mol
DFT total energy ... -11527.3204 eV
M ... 114.14 g/mol
Gap between HOMO and LUMO ... 0.3964 Eh
Charge ... 0

The geometry in XYZ format:
```
21
Properties=species:S:1:pos:R:3:forces:R:3
C -0.04730 -0.93423 1.99713 0.198 1.096 0.659
C 1.00945 -1.11576 0.92426 -0.232 0.282 0.231
C 1.64975 0.17452 0.43424 -1.938 0.955 0.329
O 0.34449 -1.71653 -0.18762 0.807 -0.694 -0.030
H -0.77940 -1.72180 1.89039 -0.065 -0.401 0.393
H -0.60640 0.00282 1.85837 0.177 -0.150 0.033
H 0.42390 -0.92224 2.99923 -0.503 -0.069 -0.351
H 1.80362 -1.69436 1.44485 -0.216 -0.493 -1.071
H 2.29534 0.50649 1.22862 0.872 0.184 -0.067
H 0.85029 0.98898 0.42827 0.873 -1.003 -0.495
H 2.10096 0.07415 -0.56323 0.083 0.045 0.595
H 0.12660 -2.62230 0.07501 -0.054 0.246 -0.226
H 0.87189 2.86864 -4.16739 0.097 0.037 0.049
H -0.34361 2.89515 -4.98828 -0.104 0.158 -0.021
O 0.23625 3.49711 -4.51169 -0.239 0.358 -0.047
H -5.09629 -1.13305 4.60068 -0.085 -0.255 0.202
H -4.14449 -0.30766 5.41726 -0.466 -0.899 0.339
O -4.68481 -1.12972 5.47582 0.554 1.154 -0.545
H 1.88741 0.90752 -4.23988 0.094 -0.235 -0.073
H 1.08831 0.45610 -5.47519 0.128 -0.037 -0.029
O 1.01403 0.92620 -4.64085 0.019 -0.280 0.124
```
Positions in Å, forces in eV/Å.

Mulliken population analysis, charges in e, atoms 1 to 6: number 1, C, carries -1.12; number 2, C, carries 0.50; number 3, C, carries -1.20; number 4, O, carries -0.55; number 5, H, carries 0.33; number 6, H, carries 0.25

=====

[6]
Computed, not measured: a cluster of 4 separate species, C3H14O4S in total, with ωB97M-V/def2-TZVPD.

Structure (SMILES) ... OCCCS.O.O.O
Relative energy (zero: lowest compared OMol25 entry of this formula, charge and spin) ... 23.0 kcal/mol
DFT total energy ... -22362.5042 eV
M ... 146.21 g/mol
Gap between HOMO and LUMO ... 0.3538 Eh
Charge ... 0

The geometry in XYZ format:
```
22
Properties=species:S:1:pos:R:3:forces:R:3
C 0.20379 -0.98057 1.71166 0.780 0.030 0.792
O 0.70648 -0.12699 2.77384 0.198 -0.359 -0.012
C 1.19824 -1.19848 0.60561 1.127 -0.656 -0.998
C 1.38803 -0.05609 -0.41352 1.756 -0.195 0.228
S 1.29129 -0.67499 -2.14963 -1.304 0.849 0.622
H -0.05136 -1.94206 2.16403 -0.356 0.072 -0.170
H -0.66140 -0.44389 1.34782 -0.378 -0.138 -0.075
H 1.40688 -0.57736 3.27189 -0.337 0.058 -0.344
H 2.19224 -1.50668 0.97575 -0.284 0.401 0.468
H 0.99427 -2.09133 -0.00085 -0.724 0.109 0.350
H 2.44343 0.27706 -0.43028 -0.243 -0.312 0.257
H 0.91305 0.85385 -0.04941 -0.866 -0.044 -0.874
H -0.07219 -0.74204 -2.18904 0.592 -0.153 -0.146
H -2.68980 3.70889 -1.20988 -0.127 0.667 -0.664
H -2.11664 2.84052 -0.16807 -0.607 -0.170 -0.002
O -2.95500 2.99506 -0.64451 0.792 -0.522 0.713
H -3.08601 -1.54761 -2.26337 -0.478 0.854 -0.444
H -2.97559 -2.20846 -0.88913 0.157 -0.024 -0.768
O -2.71084 -2.29389 -1.82574 0.338 -0.775 1.220
H 1.43312 2.23455 1.58463 0.410 0.123 -0.178
H 0.39878 1.71603 2.51820 -0.049 0.168 -0.269
O 0.53559 2.41631 1.85466 -0.397 0.018 0.295
```
Positions in Å, forces in eV/Å.

Mulliken population analysis, charges in e, atoms 1 to 6: number 1, C, carries -0.48; number 2, O, carries -0.55; number 3, C, carries -0.36; number 4, C, carries -0.64; number 5, S, carries -0.23; number 6, H, carries 0.32

=====

charge of number 6 (C3H14O4S)?
0

=====

The lowest DFT total energy belongs to which entry?
C3H14O3S2